No. 1
Density functional theory data (wB97M-V/def2-TZVPD) for one molecule with the formula C20H23N5O3 at a distorted geometry.

Atoms and positions in Å:
C (-7.957, 0.262, -0.557)
H (-8.208, -0.191, 0.410)
O (-6.667, -0.106, -0.972)
C (-5.663, 0.305, -0.076)
C (-4.317, -0.204, -0.600)
N (-3.218, 0.296, 0.186)
C (-2.535, -0.469, 1.056)
O (-2.730, -1.651, 1.239)
C (-1.430, 0.310, 1.789)
N (-0.361, 0.692, 0.880)
C (-0.468, 1.847, 0.200)
O (-1.474, 2.538, 0.234)
C (0.737, 2.300, -0.633)
N (2.006, 1.996, -0.046)
C (3.058, 1.310, -0.574)
C (3.317, 0.720, -1.805)
C (4.532, 0.090, -1.941)
C (5.466, 0.041, -0.896)
C (5.224, 0.630, 0.322)
C (4.000, 1.276, 0.483)
N (3.451, 1.939, 1.539)
N (2.298, 2.349, 1.214)
H (5.939, 0.602, 1.127)
H (6.401, -0.472, -1.064)
H (4.778, -0.384, -2.880)
H (2.605, 0.754, -2.615)
H (0.627, 3.385, -0.751)
H (0.687, 1.836, -1.621)
C (0.663, -0.272, 0.669)
C (0.762, -0.921, -0.554)
C (1.765, -1.848, -0.762)
C (2.679, -2.148, 0.240)
C (2.548, -1.515, 1.470)
C (1.546, -0.591, 1.693)
H (1.467, -0.089, 2.645)
H (3.245, -1.741, 2.263)
C (3.768, -3.148, 0.008)
H (4.648, -2.900, 0.596)
H (3.430, -4.141, 0.306)
H (4.042, -3.185, -1.043)
H (1.839, -2.346, -1.718)
H (0.050, -0.697, -1.336)
H (-1.015, -0.329, 2.569)
H (-1.850, 1.219, 2.228)
H (-2.990, 1.284, 0.129)
H (-4.206, 0.111, -1.641)
H (-4.297, -1.294, -0.550)
H (-5.850, -0.102, 0.930)
H (-5.644, 1.405, -0.002)
H (-8.053, 1.351, -0.470)
H (-8.643, -0.104, -1.318)

As for the structure (SMILES): COCCNC(=O)CN(C(=O)Cn1nnc2ccccc21)c1ccc(C)cc1. For the LUMO energy, the calculation gives 0.403 eV. For the total energy, the calculation gives -1275.4325 hartree. Its multiplicity is 1. Its HOMO energy is -8.89 eV. Its gap between HOMO and LUMO is 9.3 eV. Its energy above the lowest of the compared OMol25 structures with the same formula, charge and spin is 238.5 kJ/mol.

---

No. 2
Density functional theory data (wB97M-V/def2-TZVPD) for one molecule with the formula C20H23N5O3S2 at a distorted geometry.

Atoms and positions in Å:
C (0.929, -2.951, 2.979)
H (0.805, -3.413, 3.954)
H (1.122, -1.890, 3.119)
H (0.004, -3.072, 2.419)
C (2.092, -3.613, 2.244)
N (2.207, -3.087, 0.898)
C (2.458, -1.816, 0.470)
N (2.490, -1.781, -0.842)
N (2.255, -3.023, -1.295)
C (2.090, -3.791, -0.265)
H (1.888, -4.840, -0.307)
S (2.707, -0.443, 1.505)
C (3.216, 0.812, 0.286)
H (3.874, 0.325, -0.431)
C (2.006, 1.470, -0.376)
O (1.592, 2.542, 0.000)
N (1.508, 0.719, -1.389)
C (0.342, 0.933, -2.117)
C (-0.505, 2.015, -1.889)
C (-1.689, 2.096, -2.593)
C (-2.047, 1.161, -3.544)
C (-1.180, 0.109, -3.801)
C (-0.008, -0.018, -3.078)
H (0.645, -0.863, -3.245)
H (-1.431, -0.628, -4.548)
H (-2.983, 1.275, -4.067)
S (-2.915, 3.243, -1.978)
O (-2.297, 4.425, -1.472)
O (-3.990, 3.385, -2.915)
N (-3.508, 2.324, -0.679)
C (-2.528, 1.978, 0.269)
C (-1.943, 2.997, 1.020)
C (-0.945, 2.706, 1.929)
C (-0.525, 1.399, 2.118)
C (-1.113, 0.384, 1.387)
C (-2.108, 0.665, 0.467)
H (-2.544, -0.141, -0.103)
H (-0.792, -0.640, 1.522)
H (0.259, 1.177, 2.827)
H (-0.489, 3.505, 2.493)
H (-2.263, 4.012, 0.853)
C (-4.461, 1.320, -1.087)
H (-5.205, 1.823, -1.700)
H (-4.009, 0.513, -1.677)
H (-4.938, 0.900, -0.202)
H (-0.258, 2.775, -1.169)
H (1.949, -0.199, -1.533)
H (3.755, 1.560, 0.866)
C (3.409, -3.444, 2.997)
H (3.341, -3.935, 3.963)
H (4.229, -3.890, 2.437)
H (3.623, -2.390, 3.156)
H (1.880, -4.682, 2.124)

As for the structure (SMILES): CC(C)n1cnnc1SCC(=O)Nc1cccc(S(=O)(=O)N(C)c2ccccc2)c1. For the LUMO energy, the calculation gives 0.353 eV. For the total energy, the calculation gives -2071.8144 hartree. Its multiplicity is 1. Its HOMO energy is -8.44 eV. Its gap between HOMO and LUMO is 8.8 eV. Its energy above the lowest of the compared OMol25 structures with the same formula, charge and spin is 207.9 kJ/mol.

---

No. 3
Density functional theory data (wB97M-V/def2-TZVPD) for one molecule with the formula C20H23NO4.

Atoms and positions in Å:
C (2.752, 1.604, 5.602)
C (2.571, 1.777, 4.102)
H (1.685, 2.392, 3.895)
H (3.452, 2.269, 3.667)
O (2.408, 0.488, 3.539)
C (2.221, 0.359, 2.209)
C (2.173, 1.417, 1.301)
C (1.955, 1.168, -0.041)
C (1.779, -0.133, -0.503)
C (1.841, -1.192, 0.407)
C (2.061, -0.952, 1.741)
H (2.103, -1.757, 2.456)
H (1.701, -2.196, 0.039)
C (1.468, -0.439, -1.910)
O (1.243, -1.545, -2.336)
O (1.422, 0.671, -2.687)
C (0.957, 0.479, -4.015)
H (1.344, 1.313, -4.605)
H (1.329, -0.467, -4.421)
C (-0.578, 0.460, -4.087)
O (-1.175, -0.070, -4.995)
N (-1.162, 1.107, -3.063)
H (-0.573, 1.528, -2.360)
C (-2.583, 1.085, -2.802)
H (-3.012, 2.072, -3.013)
C (-2.855, 0.702, -1.349)
H (-3.927, 0.773, -1.156)
H (-2.354, 1.419, -0.692)
C (-2.366, -0.713, -1.018)
C (-2.418, -0.962, 0.463)
C (-3.437, -1.714, 1.031)
C (-3.482, -1.921, 2.399)
C (-2.508, -1.376, 3.218)
C (-1.490, -0.620, 2.661)
C (-1.451, -0.411, 1.295)
H (-0.651, 0.177, 0.867)
H (-0.721, -0.197, 3.291)
H (-2.539, -1.542, 4.284)
H (-4.279, -2.512, 2.827)
H (-4.197, -2.147, 0.397)
H (-2.983, -1.441, -1.546)
H (-1.337, -0.832, -1.366)
H (-3.020, 0.360, -3.493)
H (1.918, 1.992, -0.737)
H (2.300, 2.436, 1.631)
H (3.627, 0.991, 5.801)
H (1.881, 1.113, 6.027)
H (2.881, 2.574, 6.072)

As for the structure (SMILES): CCOc1ccc(C(=O)OCC(=O)NCCCc2ccccc2)cc1. For the LUMO energy, the calculation gives 0.488 eV. For the total energy, the calculation gives -1131.6758 hartree. Its multiplicity is 1. Its HOMO energy is -8.98 eV. Its gap between HOMO and LUMO is 9.5 eV. Its energy above the lowest of the compared OMol25 structures with the same formula, charge and spin is 69.2 kJ/mol.

---

No. 4
Density functional theory data (wB97M-V/def2-TZVPD) for C20H23PPbSe2 as an isolated structure at a distorted geometry.

Atoms and positions in Å:
C (0.068, -1.647, -3.756)
C (0.028, 1.543, -3.516)
C (-0.878, -1.518, -4.903)
H (0.483, -2.665, -3.892)
C (-1.288, 1.392, -3.335)
H (0.538, 2.340, -2.958)
H (-1.044, -2.425, -5.493)
H (-1.780, 2.037, -2.594)
C (-1.673, -0.357, -5.231)
H (-2.544, -0.743, -5.794)
H (-1.162, 0.325, -5.929)
C (1.271, -0.667, -3.825)
H (2.027, -1.122, -4.480)
H (1.736, -0.569, -2.830)
C (0.957, 0.736, -4.372)
H (0.611, 0.667, -5.410)
H (1.910, 1.289, -4.404)
C (-2.236, 0.465, -4.025)
H (-3.082, 1.061, -4.405)
H (-2.676, -0.230, -3.290)
Pb (0.538, -2.114, -0.140)
H (-0.246, -1.698, -2.560)
Se (-0.600, 0.341, 0.160)
P (0.702, 0.028, 1.905)
Se (2.558, -0.665, 0.934)
C (0.947, 1.512, 2.926)
C (0.693, 1.491, 4.310)
C (0.842, 2.668, 5.050)
C (1.250, 3.851, 4.424)
C (1.528, 3.860, 3.051)
C (1.388, 2.691, 2.301)
C (-0.001, -1.270, 2.977)
C (-1.389, -1.464, 3.023)
C (-1.908, -2.515, 3.782)
C (-1.049, -3.353, 4.499)
C (0.335, -3.160, 4.444)
C (0.868, -2.120, 3.678)
H (0.378, 0.565, 4.796)
H (0.634, 2.656, 6.121)
H (1.351, 4.768, 5.006)
H (1.852, 4.781, 2.566)
H (1.608, 2.675, 1.230)
H (-2.049, -0.809, 2.442)
H (-2.988, -2.675, 3.816)
H (-1.461, -4.163, 5.104)
H (1.007, -3.815, 5.001)
H (1.950, -1.976, 3.594)

For the LUMO energy (alpha / beta), the calculation gives 0.063 / 0.155 eV. For the total energy, the calculation gives -6112.8915 hartree. Its multiplicity is 1. Its HOMO energy (alpha / beta) is -7.12 / -5.53 eV. Its gap between HOMO and LUMO (alpha / beta) is 7.2 / 5.7 eV. Its energy above the lowest of the compared OMol25 structures with the same formula, charge and spin is 9.2 kJ/mol.

---

No. 5
Density functional theory data (wB97M-V/def2-TZVPD) for C20H24AgB2O28 as an isolated structure at a distorted geometry.

Atoms and positions in Å:
Ag (1.084, 0.191, -0.300)
O (-4.947, 2.021, 3.482)
C (-3.986, 1.258, 3.617)
O (-2.733, 1.470, 3.123)
B (-1.967, 0.261, 3.432)
O (-2.906, -0.728, 4.037)
C (-4.081, -0.222, 4.163)
O (-5.129, -0.765, 4.588)
O (-0.851, 0.724, 4.331)
C (0.281, 0.309, 3.871)
O (1.411, 0.361, 4.392)
C (0.080, -0.343, 2.472)
O (-1.249, -0.256, 2.205)
O (0.847, -0.912, 1.755)
O (-5.803, -3.077, 3.104)
C (-5.423, -2.706, 1.982)
O (-4.178, -2.757, 1.484)
B (-4.217, -2.386, 0.041)
O (-5.682, -2.112, -0.273)
C (-6.328, -2.094, 0.872)
O (-7.527, -1.747, 1.020)
O (-3.401, -1.167, -0.145)
C (-2.312, -1.439, -0.799)
O (-1.396, -0.680, -1.195)
C (-2.441, -2.969, -1.129)
O (-3.565, -3.457, -0.699)
O (-1.660, -3.561, -1.918)
C (4.160, -0.522, 2.567)
O (4.761, 0.423, 1.734)
C (4.044, 1.229, 0.920)
O (2.839, 1.257, 0.770)
O (4.921, 2.073, 0.276)
C (4.336, 2.991, -0.679)
H (4.574, -0.372, 3.564)
H (4.374, -1.504, 2.144)
H (3.073, -0.458, 2.609)
H (5.187, 3.420, -1.209)
H (3.730, 3.700, -0.114)
H (3.778, 2.354, -1.365)
C (3.017, -3.353, 0.401)
O (2.006, -3.753, -0.527)
C (1.714, -2.867, -1.587)
O (1.876, -1.652, -1.550)
O (1.318, -3.708, -2.573)
C (0.857, -3.135, -3.799)
H (2.639, -2.695, 1.183)
H (3.801, -2.737, -0.041)
H (3.553, -4.221, 0.785)
H (-0.151, -2.721, -3.811)
H (0.941, -4.010, -4.444)
H (1.596, -2.441, -4.202)
C (3.998, 0.331, -3.492)
O (2.753, 0.446, -4.254)
C (1.644, 0.943, -3.691)
O (1.489, 1.273, -2.496)
O (0.701, 0.952, -4.630)
C (-0.627, 1.155, -4.343)
H (3.836, -0.166, -2.536)
H (4.302, 1.344, -3.228)
H (4.792, -0.117, -4.089)
H (-1.174, 0.265, -4.655)
H (-1.058, 1.980, -4.911)
H (-0.836, 1.316, -3.286)
C (-2.834, 3.078, -1.139)
O (-2.281, 3.570, 0.099)
C (-1.164, 3.118, 0.626)
O (-0.449, 2.238, 0.156)
O (-0.886, 3.961, 1.651)
C (0.299, 3.747, 2.378)
H (-3.595, 3.715, -1.590)
H (-3.559, 2.289, -0.935)
H (-2.072, 2.925, -1.904)
H (1.143, 4.193, 1.851)
H (0.425, 2.673, 2.513)
H (0.292, 4.254, 3.343)

For the LUMO energy (alpha / beta), the calculation gives -1.259 / -6.214 eV. For the total energy, the calculation gives -3080.1885 hartree. Its multiplicity is 2. Its HOMO energy (alpha / beta) is -10.06 / -10.06 eV. Its gap between HOMO and LUMO (alpha / beta) is 8.8 / 3.8 eV.

---

No. 6
Density functional theory data (wB97M-V/def2-TZVPD) for C20H24B2N12S2W as an isolated structure.

Atoms and positions in Å:
W (0.097, 0.599, 0.230)
C (-3.654, 0.683, -1.855)
C (-2.836, 1.132, -0.859)
N (-1.650, 0.447, -0.877)
N (-1.737, -0.443, -1.927)
C (-2.925, -0.322, -2.504)
B (-0.454, -1.222, -2.350)
N (0.080, -2.010, -1.096)
C (0.399, -3.296, -1.012)
C (0.979, -3.549, 0.236)
C (0.974, -2.342, 0.883)
N (0.412, -1.397, 0.080)
N (0.576, -0.097, -2.661)
C (1.024, 0.343, -3.836)
C (1.702, 1.543, -3.652)
C (1.606, 1.802, -2.309)
N (0.916, 0.804, -1.684)
N (-0.647, -2.154, -3.476)
C (0.300, -2.784, -4.248)
C (-0.313, -3.812, -4.899)
C (-1.655, -3.767, -4.455)
N (-1.851, -2.794, -3.592)
H (-4.651, 1.015, -2.091)
H (-3.023, 1.890, -0.117)
H (-3.190, -0.975, -3.322)
H (0.209, -3.966, -1.838)
H (1.364, -4.489, 0.594)
H (1.375, -2.074, 1.848)
H (0.830, -0.208, -4.742)
H (2.189, 2.141, -4.403)
H (1.990, 2.641, -1.758)
H (1.331, -2.467, -4.265)
H (0.126, -4.499, -5.602)
H (-2.474, -4.410, -4.738)
C (-2.888, -0.977, 2.081)
N (-1.555, -0.885, 2.689)
C (-1.101, -1.717, 3.610)
C (0.130, -1.214, 4.057)
N (0.396, -0.094, 3.405)
B (1.819, 0.639, 3.721)
N (1.733, 2.145, 3.403)
C (1.699, 3.173, 4.312)
C (1.836, 4.340, 3.627)
N (1.958, 4.016, 2.298)
C (2.151, 4.972, 1.205)
C (1.888, 2.684, 2.190)
S (2.059, 1.783, 0.709)
C (-0.617, 0.135, 2.491)
S (-1.132, 1.698, 1.875)
H (-3.249, -1.995, 2.201)
H (-2.833, -0.732, 1.026)
H (-3.562, -0.289, 2.589)
H (-1.643, -2.596, 3.925)
H (0.794, -1.614, 4.807)
H (2.618, 0.090, 3.016)
H (1.984, 0.471, 4.888)
H (1.612, 2.993, 5.370)
H (1.875, 5.359, 3.971)
H (2.362, 5.945, 1.637)
H (1.249, 5.039, 0.599)
H (2.998, 4.667, 0.595)

The total charge is +3. For the LUMO energy (alpha / beta), the calculation gives -11.537 / -11.195 eV. For the total energy, the calculation gives -2346.0059 hartree. Its multiplicity is 2. Its HOMO energy (alpha / beta) is -16.82 / -16.82 eV. Its gap between HOMO and LUMO (alpha / beta) is 5.3 / 5.6 eV. Its energy above the lowest of the compared OMol25 structures with the same formula, charge and spin is 0.0 kJ/mol.

---

No. 7
Density functional theory data (wB97M-V/def2-TZVPD) for C20H24BN3O3STa as an isolated structure at a distorted geometry.

Atoms and positions in Å:
Ta (-0.339, 0.480, 0.081)
O (-0.336, -0.389, 1.638)
C (-0.726, -1.364, 2.443)
C (-0.507, -1.326, 3.826)
C (-1.011, -2.324, 4.643)
C (-1.758, -3.358, 4.092)
C (-1.955, -3.432, 2.723)
C (-1.425, -2.465, 1.862)
C (-1.542, -2.588, 0.422)
N (-1.262, -1.645, -0.505)
C (-1.499, -2.199, -1.735)
C (-1.911, -3.487, -1.562)
N (-1.927, -3.706, -0.220)
H (0.054, -0.503, 4.239)
H (-0.834, -2.287, 5.708)
H (-2.178, -4.113, 4.737)
H (-2.549, -4.241, 2.326)
H (-1.375, -1.645, -2.651)
H (-2.182, -4.237, -2.282)
H (-2.175, -4.583, 0.219)
S (-0.321, 2.133, -1.756)
C (-1.485, 3.441, -1.866)
N (-1.136, 4.484, -2.645)
C (-1.930, 5.546, -2.843)
C (-3.170, 5.602, -2.243)
C (-3.566, 4.547, -1.420)
C (-2.722, 3.464, -1.227)
H (-0.227, 4.455, -3.108)
H (-1.555, 6.339, -3.477)
H (-3.819, 6.449, -2.413)
H (-4.528, 4.571, -0.932)
H (-3.021, 2.638, -0.595)
C (4.480, -0.796, -1.778)
C (4.087, -0.388, -0.368)
C (4.939, -1.111, 0.657)
O (2.664, -0.878, -0.175)
B (1.940, 0.194, -0.083)
O (2.467, 1.399, -0.094)
C (3.961, 1.182, -0.146)
C (4.496, 2.032, -1.282)
C (4.498, 1.680, 1.184)
H (4.434, -1.878, -1.859)
H (5.502, -0.489, -1.982)
H (3.822, -0.368, -2.530)
H (4.970, -2.169, 0.414)
H (4.546, -1.005, 1.664)
H (5.957, -0.732, 0.635)
H (4.000, 1.815, -2.224)
H (5.561, 1.858, -1.394)
H (4.353, 3.083, -1.049)
H (4.055, 1.147, 2.019)
H (4.269, 2.736, 1.287)
H (5.578, 1.568, 1.218)

The total charge is +3. For the LUMO energy, the calculation gives -11.629 eV. For the total energy, the calculation gives -1645.6576 hartree. Its multiplicity is 1. Its HOMO energy is -17.26 eV. Its gap between HOMO and LUMO is 5.6 eV.

---

No. 8
Density functional theory data (wB97M-V/def2-TZVPD) for C20H24Br2N6O6PV as an isolated structure at a distorted geometry.

Atoms and positions in Å:
V (2.174, 0.713, -1.416)
O (5.032, -1.874, 0.886)
C (3.722, -1.628, 0.875)
O (2.982, -1.671, -0.133)
C (3.273, -1.279, 2.270)
O (1.947, -0.835, 2.369)
C (1.600, 0.637, 2.233)
C (1.725, 1.010, 0.808)
O (2.847, 1.411, 0.406)
O (0.727, 0.889, -0.054)
H (5.265, -2.349, 0.042)
H (4.025, -0.547, 2.532)
H (3.418, -2.195, 2.794)
H (0.682, 0.700, 2.840)
H (2.317, 1.233, 2.788)
Br (1.747, 6.829, -4.226)
C (1.993, 5.091, -3.534)
C (0.947, 4.626, -2.763)
C (1.032, 3.439, -2.077)
N (2.014, 2.557, -2.429)
C (3.025, 3.017, -3.186)
C (3.062, 4.281, -3.782)
C (4.012, 2.009, -3.419)
C (4.814, 1.952, -4.536)
C (5.538, 0.779, -4.857)
Br (6.629, 0.610, -6.347)
C (5.440, -0.263, -3.893)
C (4.635, -0.149, -2.763)
N (3.956, 0.952, -2.538)
H (0.076, 5.238, -2.549)
H (0.405, 3.146, -1.249)
H (3.937, 4.568, -4.315)
H (4.914, 2.817, -5.156)
H (5.978, -1.198, -4.037)
H (4.581, -0.994, -2.045)
O (1.946, -0.823, -3.758)
N (1.524, -0.163, -2.858)
C (-5.309, -3.399, 2.949)
N (-4.577, -2.918, 1.673)
C (-5.493, -1.936, 0.933)
N (-5.808, -0.830, 1.785)
C (-6.527, -1.252, 3.019)
N (-5.780, -2.309, 3.785)
C (-4.593, -1.715, 4.352)
P (-3.388, -0.719, 3.093)
C (-3.230, -2.266, 1.953)
C (-4.742, 0.090, 2.000)
H (-4.637, -4.080, 3.489)
H (-6.180, -4.010, 2.631)
H (-4.409, -3.760, 1.076)
H (-6.355, -2.567, 0.703)
H (-5.057, -1.616, -0.067)
H (-7.594, -1.581, 2.843)
H (-6.673, -0.471, 3.788)
H (-3.948, -2.495, 4.764)
H (-4.880, -0.986, 5.093)
H (-2.655, -3.004, 2.615)
H (-2.808, -2.066, 0.980)
H (-4.194, 0.405, 1.105)
H (-5.105, 0.948, 2.515)

The total charge is +3. For the LUMO energy (alpha / beta), the calculation gives -10.881 / -11.482 eV. For the total energy, the calculation gives -7988.8685 hartree. Its multiplicity is 4. Its HOMO energy (alpha / beta) is -15.49 / -15.49 eV. Its gap between HOMO and LUMO (alpha / beta) is 4.6 / 4.0 eV.